Version one
# C3H4O3

A cluster of 2 separate species, C3H4O3 in total (ωB97M-V with the def2-TZVPD basis set, OMol25).

SMILES = O=C=O.CC=O
charge = 0
HOMO = -10.32 eV

Atoms and positions in Å:
1 O -0.37 -1.16 2.65
2 C -0.87 -0.84 1.66
3 O -1.53 -0.56 0.73
4 C 0.08 0.08 -1.23
5 C 0.61 0.71 -0.01
6 O 1.07 0.08 0.92
7 H -0.19 -0.97 -1.16
8 H -0.65 0.67 -1.81
9 H 1.10 0.19 -1.65
10 H 0.75 1.80 -0.09


Version two
# C3H4O3

The molecule C3H4O3 (ωB97M-V with the def2-TZVPD basis set, OMol25).

SMILES = COC(=O)C=O
charge = 0
HOMO = -10.37 eV

Atoms and positions in Å:
1 C 1.67 -0.24 -0.13
2 O 0.36 -0.34 0.46
3 C -0.61 0.29 -0.19
4 O -0.48 0.97 -1.18
5 C -1.97 0.05 0.46
6 O -2.16 -0.77 1.31
7 H 2.33 -0.79 0.54
8 H 1.66 -0.68 -1.12
9 H 1.98 0.81 -0.20
10 H -2.77 0.69 0.04


Version three
# C3H4O3

The molecule C3H4O3 (ωB97M-V with the def2-TZVPD basis set, OMol25).

charge = 0
HOMO = -9.56 eV

Atoms and positions in Å:
1 O -0.70 -1.96 -0.26
2 C -0.57 -0.74 0.40
3 C 0.67 -0.01 -0.07
4 O 1.61 -0.51 -0.59
5 C -0.09 2.01 -0.58
6 O 0.70 1.37 0.25
7 H 0.18 -2.25 -0.52
8 H -1.46 -0.13 0.22
9 H -0.45 -0.86 1.49
10 H 0.11 3.08 -0.34


Version four
# C3H4O3

The molecule C3H4O3 (ωB97M-V with the def2-TZVPD basis set, OMol25).

charge = 0
HOMO = -9.10 eV

Atoms and positions in Å:
1 O 0.93 1.21 -1.58
2 C 0.21 0.28 -0.90
3 C -0.19 0.41 0.49
4 O -1.14 0.57 -0.51
5 C -0.28 -1.89 0.80
6 O -0.30 -0.71 1.37
7 H 1.10 1.98 -1.01
8 H 0.33 -0.72 -1.31
9 H 0.01 1.29 1.10
10 H -0.34 -2.56 1.68


Top of the stability list: version one, leading by 39.2 kJ/mol.


Version one
# C14H23NO4

The molecule C14H23NO4 (ωB97M-V with the def2-TZVPD basis set, OMol25).

SMILES = COCCNCCOCCOc1cccc(OC)c1
charge = 0
HOMO = -8.32 eV

Atoms and positions in Å:
1 C -4.55 -1.55 -0.16
2 O -3.63 -0.62 -0.68
3 C -2.28 -1.02 -0.61
4 C -1.71 -0.93 0.83
5 N -1.98 0.31 1.51
6 C -1.04 1.40 1.31
7 C -1.17 2.16 -0.02
8 O -0.50 3.41 -0.02
9 C 0.91 3.35 0.03
10 C 1.56 2.79 -1.25
11 O 1.43 1.39 -1.40
12 C 2.12 0.55 -0.58
13 C 3.11 0.92 0.32
14 C 3.72 -0.06 1.10
15 C 3.37 -1.38 0.98
16 C 2.38 -1.76 0.06
17 O 2.11 -3.10 0.01
18 C 1.16 -3.55 -0.93
19 C 1.76 -0.80 -0.71
20 H -4.43 -2.53 -0.63
21 H -5.54 -1.16 -0.39
22 H -4.45 -1.66 0.92
23 H -2.17 -2.05 -0.98
24 H -1.75 -0.34 -1.27
25 H -2.15 -1.73 1.43
26 H -0.63 -1.10 0.79
27 H -2.92 0.62 1.29
28 H -1.21 2.12 2.12
29 H -0.04 0.98 1.42
30 H -2.22 2.41 -0.20
31 H -0.82 1.54 -0.86
32 H 1.23 4.38 0.16
33 H 1.24 2.77 0.90
34 H 2.61 3.09 -1.28
35 H 1.04 3.21 -2.12
36 H 3.41 1.95 0.43
37 H 4.48 0.23 1.80
38 H 3.84 -2.15 1.58
39 H 1.13 -4.63 -0.82
40 H 0.16 -3.13 -0.72
41 H 1.45 -3.30 -1.95
42 H 1.00 -1.04 -1.43


Version two
# C14H23NO4

The molecule C14H23NO4 (ωB97M-V with the def2-TZVPD basis set, OMol25).

SMILES = CC(C)(C)OC(=O)C[C@H]1C[C@@H](CC#N)OC(C)(C)O1
charge = 0
HOMO = -9.86 eV

Atoms and positions in Å:
1 C -0.86 3.69 2.56
2 C -0.10 2.77 1.66
3 C -0.93 2.48 0.38
4 C 1.26 3.40 1.29
5 O 0.33 1.53 2.22
6 C -0.57 0.65 2.69
7 O -1.75 0.88 2.83
8 C -0.12 -0.76 3.13
9 C 0.16 -1.71 1.95
10 C -0.93 -1.79 0.88
11 C -0.49 -2.70 -0.24
12 C -1.44 -2.70 -1.41
13 C -1.47 -1.43 -2.11
14 N -1.58 -0.45 -2.73
15 O 0.80 -2.35 -0.76
16 C 1.83 -2.17 0.23
17 C 2.36 -3.52 0.78
18 C 2.95 -1.37 -0.42
19 O 1.40 -1.33 1.34
20 H -1.02 4.63 2.04
21 H -0.27 3.86 3.45
22 H -1.84 3.32 2.78
23 H -0.41 1.76 -0.27
24 H -1.11 3.41 -0.15
25 H -1.90 2.07 0.61
26 H 1.86 3.49 2.22
27 H 1.10 4.41 0.90
28 H 1.78 2.80 0.57
29 H 0.73 -0.66 3.77
30 H -0.94 -1.23 3.71
31 H 0.24 -2.69 2.40
32 H -1.20 -0.78 0.53
33 H -1.86 -2.17 1.33
34 H -0.44 -3.73 0.14
35 H -1.24 -3.52 -2.09
36 H -2.42 -2.88 -1.00
37 H 2.91 -4.03 -0.03
38 H 1.49 -4.14 1.02
39 H 3.00 -3.41 1.65
40 H 3.75 -1.24 0.29
41 H 3.35 -1.88 -1.31
42 H 2.61 -0.36 -0.73


Top of the stability list: version two, leading by 200.1 kJ/mol.


Version one
# CH6N2S

The molecule CH6N2S (ωB97M-V with the def2-TZVPD basis set, OMol25).

SMILES = CNSN
charge = 0
HOMO = -8.79 eV

Atoms and positions in Å:
1 C -1.29 -0.50 0.35
2 N -0.04 -0.16 -0.37
3 S 1.52 -0.86 -0.14
4 N 2.41 0.66 0.33
5 H -1.47 0.11 1.12
6 H -2.06 -0.17 -0.40
7 H -1.38 -1.53 0.62
8 H -0.21 -0.02 -1.36
9 H 2.60 0.50 1.40
10 H 3.23 0.70 -0.13


Version two
# CH6N2S

A cluster of 2 separate species, CH6N2S in total (ωB97M-V with the def2-TZVPD basis set, OMol25).

charge = 0
HOMO (spin up / spin down) = -7.46 / -7.46 eV

Atoms and positions in Å:
1 C 1.83 0.00 0.04
2 N -2.79 -0.71 -0.24
3 N 0.57 0.73 -0.13
4 S -0.55 1.29 0.81
5 H 1.66 -1.12 -0.10
6 H 2.45 0.31 -0.78
7 H 2.40 0.28 0.94
8 H -3.51 -0.23 0.17
9 H -2.57 -1.44 0.39
10 H 0.51 0.89 -1.09


Top of the stability list: version one, leading by 307.6 kJ/mol.


Version one
# C25H17BrClF3N4O4SY

A structure of composition C25H17BrClF3N4O4SY (ωB97M-V with the def2-TZVPD basis set, OMol25).

charge = -1
HOMO = -4.64 eV

Atoms and positions in Å:
1 Y 0.37 -1.01 0.03
2 F 5.62 -0.18 2.27
3 C 5.04 -1.12 3.04
4 F 5.35 -2.32 2.52
5 F 5.68 -1.05 4.24
6 C 3.56 -0.91 3.20
7 C 3.05 -0.69 4.46
8 C 1.68 -0.50 4.64
9 C 0.89 -0.54 3.52
10 N 1.36 -0.75 2.29
11 C 2.69 -0.94 2.08
12 S 3.20 -1.21 0.47
13 H 3.72 -0.67 5.31
14 H 1.26 -0.33 5.62
15 H -0.18 -0.40 3.59
16 O 0.74 -0.85 -2.25
17 N 0.83 0.29 -2.82
18 N 0.91 1.26 -2.00
19 O 0.92 1.11 -0.70
20 C 0.99 2.60 -2.52
21 C 1.06 2.82 -3.89
22 C 1.11 4.13 -4.35
23 C 1.10 5.19 -3.46
24 C 1.04 4.94 -2.09
25 C 0.98 3.64 -1.61
26 H 1.06 1.99 -4.58
27 H 1.17 4.31 -5.41
28 H 1.15 6.21 -3.82
29 H 1.03 5.77 -1.39
30 H 0.93 3.42 -0.56
31 Br -3.53 -1.55 -4.11
32 C -3.09 -3.03 -3.01
33 C -3.96 -4.10 -2.92
34 N -3.70 -5.17 -2.18
35 C -2.56 -5.19 -1.51
36 C -1.63 -4.16 -1.52
37 C -1.90 -3.04 -2.30
38 C -0.36 -4.27 -0.71
39 O 0.20 -5.35 -0.62
40 O 0.04 -3.17 -0.15
41 H -4.90 -4.09 -3.47
42 H -2.34 -6.08 -0.93
43 H -1.21 -2.21 -2.36
44 Cl -2.25 -1.54 2.14
45 C -2.19 0.22 1.96
46 C -2.27 1.00 3.10
47 C -2.13 2.37 3.00
48 C -1.92 2.92 1.73
49 C -1.88 2.13 0.61
50 C -2.04 0.72 0.65
51 C -1.95 -0.12 -0.50
52 H -2.42 0.52 4.06
53 H -2.18 2.99 3.88
54 H -1.79 4.00 1.63
55 H -1.73 2.59 -0.37
56 H -1.99 0.41 -1.45
57 H -2.61 -0.99 -0.48


Version two
# C25H17BrClF3N4O4SY

A structure of composition C25H17BrClF3N4O4SY (ωB97M-V with the def2-TZVPD basis set, OMol25).

charge = -1
HOMO = -4.79 eV

Atoms and positions in Å:
1 Y 0.03 1.17 1.09
2 F 1.45 3.04 7.00
3 C 1.50 3.80 5.87
4 F 0.30 4.36 5.73
5 F 2.37 4.80 6.15
6 C 1.99 2.98 4.70
7 C 3.29 2.54 4.81
8 C 3.87 1.76 3.82
9 C 3.08 1.46 2.73
10 N 1.83 1.88 2.61
11 C 1.23 2.64 3.56
12 S -0.42 3.04 3.22
13 H 3.86 2.80 5.69
14 H 4.89 1.41 3.89
15 H 3.45 0.87 1.90
16 O 1.90 1.01 -0.19
17 N 1.94 0.36 -1.30
18 N 0.89 -0.33 -1.49
19 O -0.09 -0.39 -0.64
20 C 0.77 -1.10 -2.70
21 C -0.23 -2.05 -2.75
22 C -0.39 -2.78 -3.92
23 C 0.45 -2.56 -5.00
24 C 1.45 -1.60 -4.92
25 C 1.62 -0.85 -3.77
26 H -0.87 -2.20 -1.89
27 H -1.17 -3.52 -3.97
28 H 0.31 -3.12 -5.92
29 H 2.09 -1.41 -5.77
30 H 2.38 -0.09 -3.69
31 Br -3.76 -1.76 -2.75
32 C -2.83 -0.16 -3.16
33 C -2.57 0.14 -4.49
34 N -1.91 1.24 -4.85
35 C -1.51 2.06 -3.89
36 C -1.72 1.84 -2.53
37 C -2.40 0.69 -2.16
38 C -1.16 2.81 -1.52
39 O -0.74 3.89 -1.90
40 O -1.12 2.37 -0.31
41 H -2.89 -0.53 -5.28
42 H -0.98 2.96 -4.19
43 H -2.57 0.46 -1.11
44 Cl -2.67 0.06 1.57
45 C -2.03 -1.59 1.53
46 C -2.78 -2.55 0.89
47 C -2.24 -3.83 0.75
48 C -0.97 -4.08 1.26
49 C -0.26 -3.09 1.91
50 C -0.76 -1.78 2.08
51 C 0.01 -0.67 2.63
52 H -3.74 -2.30 0.48
53 H -2.80 -4.60 0.25
54 H -0.54 -5.06 1.15
55 H 0.73 -3.30 2.30
56 H 0.97 -1.01 3.03
57 H -0.53 -0.15 3.43


Top of the stability list: version two, leading by 11.5 kJ/mol.